{
  "formula": "C2H6Cl2NO",
  "method": "ωB97M-V/def2-TZVPD",
  "elements": ["Cl", "Cl", "O", "N", "C", "C", "H", "H", "H", "H", "H", "H"],
  "xyz": [[-2.8719, -1.5885, 1.7110], [-3.0542, 0.3701, -0.2763], [-0.9796, 0.0414, 1.1699], [1.4322, 0.2463, 0.3247], [0.9462, 0.1363, -1.1686], [-2.0932, -0.3110, 0.8542], [1.7881, 0.0930, -1.7848], [0.3197, 0.9541, -1.5010], [0.1820, -0.6811, -1.2517], [0.5257, 0.4551, 0.8068], [1.7107, -0.6379, 0.7987], [2.0944, 0.9221, 0.3171]],
  "atomic_forces_ev_per_a": [[0.15, -0.09, -0.02], [-0.90, 1.06, -1.66], [-1.13, -0.25, -0.47], [-4.20, -2.96, -1.58], [-1.84, -1.24, 1.55], [1.28, -0.82, 2.36], [1.14, -0.62, -0.95], [0.34, 0.93, 0.77], [1.47, 0.12, 0.12], [0.70, 0.60, 0.12], [0.32, 0.63, -1.00], [2.67, 2.64, 0.75]],
  "nbo_charge": [0.09, 0.17, -0.61, -0.69, -0.42, 0.40, 0.23, 0.24, 0.24, 0.47, 0.45, 0.42],
  "multiplicity": 1,
  "relative_energy_kj_mol": 75.71,
  "energy_ev": -30746.5103,
  "total_charge": 1,
  "homo_energy_ev": -15.3
}



{
  "formula": "CH5N3O2",
  "method": "ωB97M-V/def2-TZVPD",
  "elements": ["O", "O", "N", "N", "N", "C", "H", "H", "H", "H", "H"],
  "xyz": [[-0.9553, 1.1872, 0.1959], [-2.9660, -0.1582, 0.0308], [-1.9400, -0.9665, -0.0152], [-0.6820, -0.0107, 0.1796], [0.5859, -0.5683, 0.3278], [1.7897, 0.1157, -0.0951], [2.7207, -0.4792, -0.1271], [1.9479, 1.0689, 0.4658], [0.4887, -1.4616, -0.0329], [1.6020, 0.4792, -1.1303], [-2.5915, 0.7936, 0.2008]],
  "atomic_forces_ev_per_a": [[0.67, 1.01, 0.46], [0.18, 1.40, 0.20], [4.14, 1.49, 0.66], [-3.13, -2.50, -1.06], [-0.65, 0.73, 1.59], [-0.45, 2.47, -1.58], [-0.97, -0.14, 0.50], [-0.08, -1.05, -0.02], [-0.05, -2.14, -0.65], [0.48, -0.16, 0.25], [-0.14, -1.12, -0.35]],
  "nbo_charge": [-0.47, -0.50, 0.03, 0.29, -0.42, -0.44, 0.23, 0.22, 0.38, 0.19, 0.49],
  "multiplicity": 1,
  "relative_energy_kj_mol": 513.75,
  "energy_ev": -9677.1457,
  "total_charge": 0,
  "homo_energy_ev": [-8.8, -7.9]
}